Record 1
The following is a DFT calculation (ωB97M-V with the def2-TZVPD basis set) of a 2-piece molecular cluster, C3H6NO4 overall.

Geometry as XYZ:
```
14
Properties=species:S:1:pos:R:3:forces:R:3
C -0.76264 1.92115 0.80551 0.073 0.730 0.375
N 0.06065 1.14486 0.06862 -0.176 -0.311 0.195
C 0.93671 0.22668 0.77967 -0.010 0.283 0.334
C 1.28611 -0.97201 -0.12375 0.058 0.157 -0.148
O 2.19641 -1.71398 0.26565 -0.172 -0.055 -0.033
O 0.60025 -1.03262 -1.18766 0.397 -0.194 0.099
O -0.82907 1.94756 2.02529 0.219 -0.047 0.029
H -1.30141 2.71707 0.26276 -0.305 -0.484 -0.501
H -0.30116 0.64200 -0.75055 0.189 0.489 -0.196
H 1.85006 0.73976 1.09727 -0.016 -0.070 -0.178
H 0.43510 -0.05599 1.70520 0.093 -0.476 0.013
H -1.11013 -1.41360 -2.14588 -0.627 0.515 -0.111
H -1.20468 -2.33262 -1.14108 -0.849 0.037 0.348
O -1.85622 -1.81826 -1.66105 1.125 -0.573 -0.226
```
Forces are in eV/Å.

Output
HOMO	-5.0761	eV
LUMO energy	3.829	eV
electronic energy	-12890.6920	eV
energy above the lowest of the compared OMol25 structures with the same formula, charge and spin	31.8	kcal per mole
net charge	-1
2S+1	1
gap between HOMO and LUMO	8.905	eV

Record 2
The following is a DFT calculation (ωB97M-V with the def2-TZVPD basis set) of a 2-piece molecular cluster, C3H6NO4 overall.

Geometry as XYZ:
```
14
Properties=species:S:1:pos:R:3:forces:R:3
C -1.78294 -0.44015 -0.63365 0.602 -0.075 -2.215
N -1.69445 0.48764 0.34478 0.783 -0.918 1.762
C -0.65256 1.30746 0.36337 -5.118 2.260 -0.841
C 0.94591 0.55467 0.60320 5.409 -2.219 -0.070
O 1.63645 1.36932 1.22703 -0.914 1.317 0.123
O 1.29478 0.26835 -0.69594 -0.977 0.510 0.860
O -2.76138 -1.00505 -1.07273 -0.677 0.159 0.644
H -0.81824 -0.62807 -1.16479 0.105 -0.168 0.618
H 2.90805 -2.56873 -0.29686 -0.038 0.161 -0.044
H -0.65132 1.82915 -0.59275 1.770 0.016 -0.229
H -0.62648 1.97955 1.20372 0.079 -0.114 0.384
H 1.72672 -0.64340 -0.48646 0.637 -1.907 -0.562
H 0.79038 -0.36890 1.19681 -1.221 0.025 -0.257
O 2.17786 -2.05648 0.06096 -0.440 0.953 -0.171
```
Forces are in eV/Å.

Output
HOMO	-4.3526	eV
LUMO energy	1.027	eV
electronic energy	-12884.9283	eV
energy above the lowest of the compared OMol25 structures with the same formula, charge and spin	164.7	kcal per mole
net charge	-1
2S+1	1
gap between HOMO and LUMO	5.379	eV

Record 3
The following is a DFT calculation (ωB97M-V with the def2-TZVPD basis set) of an isolated ion of composition C3H6NOS and charge -1.

Geometry as XYZ:
```
12
Properties=species:S:1:pos:R:3:forces:R:3
N 0.31459 -0.93123 1.23463 0.856 0.548 -0.760
C 0.35202 0.13990 0.22323 -0.027 0.080 0.260
C 1.11223 -0.28423 -1.01193 1.083 -0.093 0.176
O 2.32456 -0.29528 -1.01538 0.285 -0.010 -0.029
C -0.98663 0.70479 -0.18677 -0.850 0.855 -0.039
S -2.18590 -0.51938 -0.74432 -0.052 -0.416 -0.198
H 0.22038 -0.44597 2.11513 -0.517 -0.481 0.201
H -0.46664 -1.51966 0.98377 -0.582 -0.052 0.388
H 0.95463 0.93975 0.67431 0.136 -0.035 -0.200
H 0.62489 -0.55633 -1.95255 -0.769 0.021 0.100
H -1.45839 1.27991 0.62413 0.366 -0.162 0.237
H -0.80574 1.48773 -0.94426 0.071 -0.255 -0.136
```
Forces are in eV/Å.

Output
HOMO	-2.7005	eV
LUMO energy	4.096	eV
electronic energy	-17581.6718	eV
energy above the lowest of the compared OMol25 structures with the same formula, charge and spin	32.1	kcal per mole
net charge	-1
2S+1	1
gap between HOMO and LUMO	6.797	eV